(A)
An isolated ion of composition C5H12IN2 and charge +1, computed with ωB97M-V with the def2-TZVPD basis set.

```
20
C5H12IN2 | the Open Molecules 2025 dataset | ωB97M-V with the def2-TZVPD basis set
C -2.78053 1.60591 -0.42639
N -1.76194 0.57154 -0.06185
C -0.62235 0.37267 -0.65830
C 0.39727 -0.63509 -0.17036
N -0.24017 -1.28764 0.91856
C 1.62709 0.11116 0.08502
C 2.82193 -0.62248 0.73459
I 1.12285 1.93424 1.24105
H -3.67564 1.10411 -0.78669
H -3.14875 2.12025 0.43792
H -2.50619 2.30253 -1.16199
H -2.00507 -0.06165 0.68979
H -0.30080 1.10238 -1.37445
H 0.75256 -1.42144 -0.89026
H -0.21227 -2.25160 0.98129
H -0.14401 -0.90383 1.86752
H 1.98876 0.65580 -0.91197
H 3.00821 -1.51195 0.18285
H 3.79031 -0.02902 0.61429
H 2.63305 -0.76257 1.83598
```

Results
* total charge: +1
* molecular weight: 227.07 g/mol
* HOMO-LUMO gap: 0.3245 Eh

(B)
An isolated ion of composition C5H12IN2 and charge +1, computed with ωB97M-V with the def2-TZVPD basis set.

```
20
C5H12IN2 | the Open Molecules 2025 dataset | ωB97M-V with the def2-TZVPD basis set
C -1.72723 -0.33687 0.18321
C -0.34003 0.31328 -0.18795
C 0.06924 1.69532 0.32043
C -0.17392 0.46410 -1.72172
C 0.62314 -0.62398 0.42705
N 0.85058 -0.49337 1.69646
N 1.10949 -1.62207 -0.27393
I 1.99918 -3.28442 0.56102
H -2.04624 -1.39910 -0.10201
H -1.60652 -0.39141 1.33228
H -2.57877 0.28616 -0.14013
H -0.40865 2.46155 -0.39986
H 1.14188 1.72628 0.14905
H -0.05652 2.05724 1.40634
H -0.68978 1.35418 -2.10461
H 0.89323 0.70955 -1.81996
H -0.45016 -0.60280 -2.21792
H 0.56644 0.41398 2.05608
H 1.54302 -1.14852 2.06277
H 1.28161 -1.57910 -1.22660
```

Results
* total charge: +1
* molecular weight: 227.07 g/mol
* HOMO-LUMO gap: 0.3410 Eh

Energetically preferred structure: (A) | next structure: +7.2 kcal/mol